No. 1
The following is a quantum chemistry calculation of a 2-piece molecular cluster, C4H8BrNO overall, from the Open Molecules 2025 dataset.

Geometry as XYZ:
```
15
C4H8BrNO (ωB97M-V with the def2-TZVPD basis set)
C -0.30 -1.36 0.11
C 0.01 1.12 0.28
C 1.46 -0.37 -1.07
C -2.58 -1.02 0.81
N 0.26 -0.26 -0.20
O -0.09 -2.50 -0.12
Br -3.48 0.00 -0.48
H -0.85 1.22 0.86
H 0.89 1.45 0.75
H -0.14 1.85 -0.68
H 1.22 -0.96 -1.97
H 1.86 0.55 -1.35
H 2.23 -1.05 -0.59
H -2.84 -2.12 0.89
H -2.76 -0.65 1.78
```

## Properties
LUMO energy (spin up / spin down): 0.510 / 0.509 eV
ΔE to the lowest compared entry with this formula, charge and spin: 337.90 kJ/mol
Orbital gap (spin up / spin down): 8.408 / 8.406 eV

Atomic partial charges in e from the Löwdin method, atoms 1 to 2: -0.349, -0.035

=====

No. 2
The following is a quantum chemistry calculation of C2H3OP as an isolated structure, from the Open Molecules 2025 dataset.

Geometry as XYZ:
```
7
C2H3OP (ωB97M-V with the def2-TZVPD basis set)
C 0.12 -1.04 0.11
C -0.45 0.56 0.05
O 0.90 1.08 0.06
P 1.73 -0.33 0.04
H -0.46 -1.89 -0.14
H -0.82 0.59 -0.89
H -1.03 1.02 0.76
```

## Properties
LUMO energy: 0.310 eV
ΔE to the lowest compared entry with this formula, charge and spin: 140.23 kJ/mol
Orbital gap: 9.083 eV

Atomic partial charges in e from the Löwdin method, atoms 1 to 2: -0.267, -0.245

=====

No. 3
The following is a quantum chemistry calculation of a 3-piece molecular cluster, C12H30N3O10P2 overall, from the Open Molecules 2025 dataset.

Geometry as XYZ:
```
57
C12H30N3O10P2 (ωB97M-V with the def2-TZVPD basis set)
N -1.48 -6.22 2.19
C -1.85 -4.96 1.94
N -1.21 -3.87 2.76
C -2.41 -2.95 2.92
C -2.85 -2.94 1.37
N -2.83 -4.39 1.03
C -4.14 -5.10 0.87
C -5.39 -4.41 1.60
O -6.53 -5.31 1.76
C -6.83 -5.51 3.15
O -7.35 -6.58 3.54
H -0.49 -6.39 2.42
H -2.17 -6.99 2.22
H -0.51 -3.36 2.16
H -2.23 -1.96 3.45
H -3.10 -3.62 3.56
H -1.95 -2.38 0.89
H -3.72 -2.28 1.05
H -4.04 -6.18 1.28
H -4.36 -5.18 -0.26
H -5.69 -3.49 0.96
H -5.04 -4.03 2.64
H -6.61 -4.72 3.96
C -0.40 2.62 1.44
O -0.23 1.28 1.90
P 0.88 0.35 0.98
O 0.38 -0.95 1.59
O 2.13 0.95 1.86
C 2.09 0.88 3.28
O 1.99 -0.48 -0.03
C 2.87 0.34 -0.80
H -1.04 3.16 2.14
H 0.57 3.13 1.39
H -0.87 2.62 0.45
H 1.42 0.09 3.63
H 1.76 1.84 3.68
H 3.10 0.67 3.64
H 3.64 0.78 -0.17
H 2.31 1.12 -1.31
H 3.36 -0.29 -1.55
C 2.14 6.22 -2.54
O 2.75 4.94 -2.48
P 2.96 4.18 -4.01
O 3.24 2.83 -3.37
O 4.36 5.00 -4.24
C 5.37 4.96 -3.24
O 3.09 3.52 -5.59
C 3.02 4.46 -6.67
H 2.14 6.66 -1.54
H 2.69 6.88 -3.21
H 1.10 6.12 -2.88
H 5.28 4.08 -2.60
H 5.32 5.86 -2.63
H 6.35 4.93 -3.74
H 3.94 5.04 -6.73
H 2.16 5.12 -6.53
H 2.89 3.90 -7.60
```

## Properties
LUMO energy: -4.568 eV
Orbital gap: 7.049 eV
Charge: +1

Atomic partial charges in e from the Löwdin method, atoms 1 to 2: 0.222, -0.211

=====

No. 4
The following is a quantum chemistry calculation of a 2-piece molecular cluster, C4H8N2O overall, from the Open Molecules 2025 dataset.

Geometry as XYZ:
```
15
C4H8N2O (ωB97M-V with the def2-TZVPD basis set)
N 0.88 1.42 1.67
C 0.62 -1.01 0.03
C -0.04 -0.75 -1.10
C -1.45 -0.25 -1.13
O -1.78 0.34 0.11
C 2.00 -1.43 0.03
N 3.11 -1.76 0.03
H -0.10 1.42 1.43
H 1.03 2.18 2.33
H 0.18 -0.85 1.00
H 0.45 -0.89 -2.06
H 1.37 1.66 0.82
H -2.12 -1.11 -1.34
H -1.57 0.46 -1.96
H -2.73 0.54 0.12
```

## Properties
LUMO energy: 0.374 eV
ΔE to the lowest compared entry with this formula, charge and spin: 204.81 kJ/mol
SMILES: N#C/C=C/CO.N
Orbital gap: 10.264 eV

Atomic partial charges in e from the Löwdin method, atoms 1 to 2: 0.026, -0.129

=====

No. 5
The following is a quantum chemistry calculation of a 2-piece molecular cluster, H4OS2 overall, from the Open Molecules 2025 dataset.

Geometry as XYZ:
```
7
H4OS2 (ωB97M-V with the def2-TZVPD basis set)
O -2.13 -0.06 -3.27
H -2.69 -0.45 -2.57
H -1.51 0.53 -2.79
S 1.34 0.76 2.83
S 1.16 -0.05 1.01
H 2.59 0.58 3.30
H 1.23 -1.32 1.48
```

## Properties
LUMO energy: 0.264 eV
ΔE to the lowest compared entry with this formula, charge and spin: 32.74 kJ/mol
SMILES: SS.O
Orbital gap: 9.643 eV

Atomic partial charges in e from the Löwdin method, atoms 1 to 2: -0.090, 0.046

=====

No. 6
The following is a quantum chemistry calculation of C10H16Cl3HfNO4 as an isolated structure, from the Open Molecules 2025 dataset.

Geometry as XYZ:
```
35
C10H16Cl3HfNO4 (ωB97M-V with the def2-TZVPD basis set)
C -0.09 -1.62 0.28
C 0.43 -1.59 -1.04
C -0.25 -0.56 -1.76
C 1.49 -2.48 -1.58
C -1.28 -0.04 -0.92
C -1.16 -0.67 0.35
C -2.16 -0.56 1.41
C 0.36 -2.52 1.37
C 0.10 -0.07 -3.11
C -2.31 0.96 -1.26
Hf 0.76 1.40 1.35
Cl 2.55 0.45 -0.03
Cl 1.53 0.02 3.29
Cl -0.11 2.87 -0.32
H 2.15 -2.79 -0.77
H 2.09 -1.96 -2.33
H 1.07 -3.38 -2.03
H 1.18 -0.03 -3.24
H -0.27 0.95 -3.24
H -0.29 -0.66 -3.94
H -1.93 1.75 -1.91
H -2.64 1.48 -0.35
H -3.19 0.51 -1.71
H -2.57 0.46 1.50
H -1.75 -0.79 2.39
H -2.97 -1.26 1.22
H 1.44 -2.63 1.42
H -0.08 -3.53 1.27
H 0.07 -2.11 2.34
O -0.73 1.41 2.57
H -0.68 1.05 3.44
O 1.96 5.09 1.78
N 2.34 4.05 1.28
O 3.08 3.89 0.35
O 1.85 2.91 1.91
```

## Properties
LUMO energy: 5.522 eV
ΔE to the lowest compared entry with this formula, charge and spin: 0.00 kJ/mol
Orbital gap: 5.569 eV
Charge: -2

Atomic partial charges in e from the Löwdin method, atoms 1 to 2: -0.312, -0.329

=====

Number 1: total energy -2861.10031 Eh, maximum force 4.92 eV/Å. Number 2: total energy -494.51011 Eh, maximum force 6.21 eV/Å. Number 3: total energy -2074.14412 Eh, maximum force 10.03 eV/Å. Number 4: total energy -341.92564 Eh, maximum force 1.13 eV/Å. Number 5: total energy -873.98850 Eh, maximum force 1.94 eV/Å. Number 6: total energy -2175.12710 Eh, maximum force 4.10 eV/Å.